No. 1
64
Properties=species:S:1:pos:R:3 method="wB97M-V/def2-TZVPD" e_lumo_ev=0.4 smiles="CC(=O)Nc1ccc(N(C(=O)Cn2nnc3ccccc32)[C@@H](C(=O)NC(C)(C)C)c2ccsc2)cc1" homo_lumo_gap_ev=9.13 e_above_lowest_ev=0.844
C 6.88 3.33 -1.81
C 5.81 2.99 -0.79
O 5.83 3.38 0.35
N 4.83 2.18 -1.31
C 3.70 1.65 -0.69
C 3.42 1.86 0.66
C 2.29 1.29 1.22
C 1.43 0.52 0.44
C 1.71 0.32 -0.90
C 2.84 0.88 -1.46
H 3.05 0.71 -2.51
H 1.05 -0.30 -1.50
N 0.31 -0.12 1.03
C -0.81 0.52 1.42
O -1.77 -0.06 1.89
C -0.82 2.04 1.19
N -2.17 2.52 1.22
C -3.21 2.15 0.42
C -3.33 1.32 -0.68
C -4.59 1.21 -1.23
C -5.69 1.90 -0.70
C -5.57 2.73 0.38
C -4.31 2.86 0.96
N -3.85 3.59 2.02
N -2.61 3.37 2.16
H -6.41 3.27 0.79
H -6.65 1.77 -1.18
H -4.74 0.57 -2.09
H -2.48 0.79 -1.08
H -0.35 2.27 0.23
H -0.28 2.54 1.99
C 0.41 -1.57 1.26
C 1.83 -1.93 1.55
C 2.77 -2.29 0.63
S 4.31 -2.53 1.35
C 3.69 -2.14 2.90
C 2.37 -1.85 2.86
H 1.79 -1.58 3.72
H 4.35 -2.16 3.75
H 2.64 -2.45 -0.42
H -0.20 -1.78 2.15
C -0.23 -2.31 0.06
O 0.42 -2.82 -0.83
N -1.57 -2.29 0.13
H -2.00 -1.76 0.88
C -2.48 -2.90 -0.85
C -2.23 -4.41 -0.88
H -2.91 -4.89 -1.58
H -2.39 -4.84 0.11
H -1.21 -4.61 -1.18
C -3.90 -2.60 -0.38
H -4.06 -1.52 -0.31
H -4.62 -3.01 -1.08
H -4.08 -3.04 0.60
C -2.24 -2.30 -2.24
H -2.91 -2.76 -2.96
H -2.42 -1.23 -2.23
H -1.21 -2.49 -2.54
H 2.09 1.43 2.27
H 4.09 2.45 1.26
H 4.94 1.93 -2.29
H 6.44 3.85 -2.65
H 7.62 3.96 -1.34
H 7.36 2.42 -2.16


No. 2
91
Properties=species:S:1:pos:R:3 method="wB97M-V/def2-TZVPD" e_lumo_ev="-6.0 / -6.0" homo_lumo_gap_ev="6.51 / 6.30" e_above_lowest_ev=2.163 total_charge=+2
W 0.25 -0.45 -0.37
C -1.22 -2.19 -3.93
Sb -1.71 -0.82 -2.39
C -3.36 -1.83 -1.55
C -2.68 0.75 -3.50
C -3.83 1.38 -2.77
C -5.11 0.87 -2.95
C -6.21 1.42 -2.31
C -6.02 2.51 -1.47
C -4.75 3.03 -1.28
C -3.64 2.47 -1.91
C -2.29 3.07 -1.67
Sb -1.24 2.07 -0.06
C -0.63 3.82 0.99
C -2.88 1.51 1.16
H -1.00 -3.16 -3.48
H -0.38 -1.86 -4.53
H -2.10 -2.29 -4.56
H -4.04 -2.12 -2.35
H -3.88 -1.20 -0.84
H -2.98 -2.72 -1.06
H -3.05 0.21 -4.38
H -1.94 1.46 -3.85
H -5.26 0.04 -3.63
H -7.19 1.02 -2.47
H -6.87 2.96 -0.97
H -4.62 3.89 -0.64
H -2.38 4.09 -1.31
H -1.67 3.09 -2.56
H -1.45 4.53 0.92
H 0.27 4.25 0.56
H -0.45 3.55 2.02
H -3.43 2.40 1.46
H -2.49 0.99 2.03
H -3.55 0.85 0.60
F 1.75 -1.99 -3.11
C 1.77 -3.28 -2.68
F 1.44 -4.05 -3.72
F 3.04 -3.57 -2.34
C 0.81 -3.52 -1.48
O 0.61 -4.67 -1.18
O 0.29 -2.48 -0.91
C 3.90 2.76 4.57
N 3.03 2.40 3.45
C 2.20 1.37 3.29
S 1.36 1.30 1.77
N 1.97 0.44 4.21
C 2.40 0.35 5.60
H 4.64 3.46 4.19
H 4.43 1.89 4.95
H 3.35 3.24 5.38
H 3.02 3.03 2.67
H 1.36 -0.29 3.88
H 2.36 1.32 6.10
H 3.41 -0.06 5.70
H 1.71 -0.31 6.12
S 2.75 -1.05 -0.38
C 3.27 -2.08 0.87
N 4.44 -2.74 0.61
C 5.01 -3.59 1.48
C 4.39 -3.82 2.68
C 3.18 -3.15 2.89
N 2.64 -2.30 2.02
H 4.86 -2.60 -0.30
H 5.93 -4.06 1.18
H 4.80 -4.50 3.41
H 2.62 -3.32 3.80
C -0.48 -1.91 3.10
C -1.18 -2.18 1.78
C -2.67 -2.41 1.98
O -0.99 -1.03 0.93
H -0.58 -2.79 3.75
H -0.93 -1.06 3.60
H 0.57 -1.74 2.90
H -0.73 -3.04 1.27
H -3.12 -1.53 2.44
H -2.82 -3.26 2.65
H -3.17 -2.62 1.04
C 2.84 2.44 -2.82
C 2.38 1.45 -3.89
C 1.07 0.96 -3.32
O 1.35 0.80 -1.91
C 2.24 1.91 -1.52
H 2.45 3.44 -3.04
H 3.92 2.51 -2.77
H 3.06 0.61 -3.98
H 2.26 1.91 -4.87
H 0.74 0.00 -3.71
H 0.27 1.71 -3.43
H 2.97 1.50 -0.83
H 1.64 2.65 -0.99


No. 3
135
Properties=species:S:1:pos:R:3 method="wB97M-V/def2-TZVPD" e_lumo_ev=0.4 smiles="CCOC(=O)C(F)(F)F.CCOC(=O)C(F)(F)F.CCOC(=O)C(F)(F)F.O=S1(=O)CCCC1.O=S1(=O)CCCC1.O=S1(=O)CCCC1.O=C1CCCO1.O=C1CCCO1.O=C1CCCO1.O=C1CCCO1" homo_lumo_gap_ev=10.63
C 3.25 -19.92 0.51
C 3.81 -21.03 1.29
O 3.48 -22.25 0.63
C 3.74 -23.38 1.31
O 4.29 -23.45 2.39
C 3.38 -24.64 0.48
F 2.55 -24.30 -0.52
F 4.52 -25.12 0.00
F 2.70 -25.51 1.19
H 2.19 -19.84 0.51
H 3.58 -19.97 -0.54
H 3.68 -19.00 0.88
H 3.43 -20.95 2.35
H 4.89 -20.97 1.28
C -3.64 -26.95 4.49
C -2.17 -27.12 4.33
O -1.85 -28.43 4.91
C -0.92 -29.10 4.35
O -0.20 -28.72 3.44
C -0.59 -30.47 5.13
F 0.45 -31.13 4.54
F -0.18 -30.16 6.39
F -1.61 -31.27 5.22
H -3.98 -26.86 5.55
H -4.17 -27.78 4.05
H -3.89 -26.00 3.95
H -1.62 -26.41 4.94
H -1.79 -27.05 3.33
C -0.81 -23.52 0.22
C -0.82 -24.17 1.55
O -0.83 -23.20 2.63
C 0.29 -22.70 3.02
O 1.41 -22.91 2.62
C 0.00 -21.63 4.11
F -1.26 -21.52 4.49
F 0.72 -21.87 5.20
F 0.35 -20.47 3.54
H -1.36 -22.57 0.27
H -1.19 -24.23 -0.60
H 0.16 -23.21 -0.07
H 0.02 -24.86 1.62
H -1.72 -24.76 1.68
O -2.43 -31.00 0.81
C -1.86 -29.97 0.62
O -2.51 -28.75 0.57
C -1.55 -27.65 0.64
C -0.21 -28.26 0.35
C -0.40 -29.75 0.51
H -1.67 -27.18 1.65
H -1.82 -26.90 -0.11
H 0.53 -27.93 1.10
H 0.20 -28.01 -0.64
H 0.12 -30.20 1.35
H -0.09 -30.34 -0.34
O -0.29 -25.81 8.00
C 0.48 -25.70 7.09
O 0.50 -26.50 6.02
C 1.66 -26.33 5.19
C 2.28 -24.98 5.72
C 1.61 -24.73 7.03
H 1.22 -26.29 4.20
H 2.31 -27.19 5.30
H 2.17 -24.16 5.07
H 3.38 -25.09 5.91
H 1.24 -23.69 7.27
H 2.30 -24.87 7.88
O -3.84 -23.90 2.68
C -4.64 -23.94 1.79
O -4.34 -23.61 0.53
C -5.36 -23.96 -0.41
C -6.31 -24.86 0.50
C -6.12 -24.28 1.84
H -4.96 -24.56 -1.19
H -5.87 -23.07 -0.76
H -5.90 -25.86 0.57
H -7.36 -24.94 0.30
H -6.39 -25.00 2.60
H -6.70 -23.35 1.90
O -2.51 -26.81 -2.32
C -2.83 -27.95 -2.42
O -1.99 -28.98 -2.62
C -2.63 -30.26 -2.58
C -4.10 -30.03 -2.16
C -4.26 -28.50 -2.35
H -2.16 -30.91 -1.77
H -2.54 -30.73 -3.57
H -4.21 -30.25 -1.09
H -4.81 -30.65 -2.70
H -4.77 -28.09 -1.47
H -4.79 -28.29 -3.28
C -1.87 -20.77 8.68
C -2.81 -20.56 7.47
C -2.67 -19.12 7.14
S -0.98 -18.64 7.46
O -0.89 -17.59 8.42
O -0.19 -18.53 6.22
C -0.55 -20.21 8.24
H -1.81 -21.84 8.84
H -2.20 -20.14 9.50
H -3.82 -20.72 7.78
H -2.48 -21.23 6.61
H -3.17 -18.57 7.95
H -2.92 -18.71 6.13
H 0.16 -19.92 9.08
H -0.04 -20.78 7.48
C 2.60 -14.57 4.79
C 1.68 -15.53 5.61
C 0.35 -15.24 5.06
S 0.63 -15.57 3.34
O -0.19 -14.67 2.49
O 0.70 -16.94 2.98
C 2.27 -14.83 3.36
H 3.69 -14.73 4.89
H 2.31 -13.60 5.21
H 1.69 -15.34 6.65
H 2.01 -16.61 5.42
H 0.11 -14.17 5.15
H -0.49 -15.83 5.44
H 2.22 -14.03 2.64
H 3.03 -15.54 3.01
C -2.95 -17.68 1.51
C -2.34 -19.09 1.33
C -3.47 -20.12 1.61
S -4.45 -19.48 2.89
O -3.90 -20.00 4.11
O -5.86 -19.56 2.61
C -3.98 -17.74 2.68
H -3.47 -17.40 0.56
H -2.24 -16.89 1.73
H -1.51 -19.22 2.02
H -1.98 -19.26 0.32
H -2.97 -20.99 2.05
H -4.18 -20.31 0.80
H -3.48 -17.51 3.61
H -4.94 -17.23 2.53


No. 4
32
Properties=species:S:1:pos:R:3 method="wB97M-V/def2-TZVPD" e_lumo_ev=0.2 homo_lumo_gap_ev=9.29 e_above_lowest_ev=0.664
Au -1.59 0.30 -1.93
N 2.11 -2.85 -0.76
C 0.89 -1.96 -0.82
C 0.08 -2.11 0.46
P 0.04 -2.44 -2.38
O -1.11 -3.43 -1.81
O 1.05 -3.17 -3.18
O -0.68 -1.25 -3.01
P 1.65 -0.25 -0.84
O 2.24 -0.17 -2.34
O 2.79 -0.43 0.10
O 0.56 0.75 -0.66
H 1.93 -3.72 -0.26
H 2.84 -2.29 -0.29
H 2.34 -3.09 -1.74
H -0.28 -3.13 0.59
H -0.79 -1.46 0.42
H 0.68 -1.81 1.32
H -1.89 -3.41 -2.38
H 1.72 0.42 -2.90
O -1.06 5.10 2.69
C -1.15 3.84 2.23
C -0.45 2.77 2.79
C -0.62 1.52 2.24
N -1.41 1.27 1.19
C -2.02 2.31 0.68
Br -3.08 1.95 -0.89
C -1.97 3.61 1.13
H -0.45 5.14 3.43
H 0.21 2.92 3.63
H -0.09 0.66 2.64
H -2.50 4.42 0.65


What did the fourth record say?
32
Properties=species:S:1:pos:R:3 method="wB97M-V/def2-TZVPD" e_lumo_ev=0.2 homo_lumo_gap_ev=9.29 e_above_lowest_ev=0.664
Au -1.59 0.30 -1.93
N 2.11 -2.85 -0.76
C 0.89 -1.96 -0.82
C 0.08 -2.11 0.46
P 0.04 -2.44 -2.38
O -1.11 -3.43 -1.81
O 1.05 -3.17 -3.18
O -0.68 -1.25 -3.01
P 1.65 -0.25 -0.84
O 2.24 -0.17 -2.34
O 2.79 -0.43 0.10
O 0.56 0.75 -0.66
H 1.93 -3.72 -0.26
H 2.84 -2.29 -0.29
H 2.34 -3.09 -1.74
H -0.28 -3.13 0.59
H -0.79 -1.46 0.42
H 0.68 -1.81 1.32
H -1.89 -3.41 -2.38
H 1.72 0.42 -2.90
O -1.06 5.10 2.69
C -1.15 3.84 2.23
C -0.45 2.77 2.79
C -0.62 1.52 2.24
N -1.41 1.27 1.19
C -2.02 2.31 0.68
Br -3.08 1.95 -0.89
C -1.97 3.61 1.13
H -0.45 5.14 3.43
H 0.21 2.92 3.63
H -0.09 0.66 2.64
H -2.50 4.42 0.65